No. 1
83
Properties=species:S:1:pos:R:3:forces:R:3:mulliken_charge:R:1 method="wB97M-V/def2-TZVPD" molar_mass_g_mol=915.95 spin_multiplicity=1 lumo_ev=-2.83 energy_ev=-79346.917 orbital_gap_ev=6.8 charge=+1
Pb -0.7963 -0.4659 -0.0533 -0.3 0.2 -0.1 1.427
C -2.4517 0.3213 4.6230 0.0 0.0 0.0 -1.904
C -2.1553 -0.2820 3.2775 -0.2 0.0 -0.1 0.703
N -0.9981 -0.5436 2.8032 0.1 0.1 0.2 -0.113
N 0.0944 -0.2846 3.5781 0.0 -0.2 -0.4 -0.130
C 1.3673 -0.4083 3.1116 -0.1 0.0 -0.1 -0.079
N 2.2939 -0.1447 4.0485 0.1 0.0 -0.1 -0.261
S 1.8146 -0.8012 1.5469 0.1 -0.1 0.3 -0.125
C -3.3324 -0.5797 2.3920 0.3 0.0 0.1 0.926
C -4.6212 -0.2992 2.8136 -0.1 0.0 0.0 -0.561
C -5.6854 -0.5942 1.9706 0.0 0.0 0.1 -0.670
C -5.4321 -1.1538 0.7363 0.0 0.0 -0.1 -0.658
C -4.1098 -1.3826 0.3847 0.1 0.0 0.0 -0.113
N -3.0895 -1.1113 1.1889 0.0 0.0 0.1 -0.213
H -1.5858 0.4456 5.2646 0.0 0.0 0.0 0.405
H -3.1681 -0.2940 5.1667 0.0 0.0 0.0 0.410
H -2.8924 1.3123 4.4881 0.0 0.0 0.0 0.364
H -0.0353 0.0785 4.5079 0.0 0.0 0.1 0.193
H 2.0717 0.0087 5.0176 0.0 0.0 0.0 0.185
H 3.2600 -0.2144 3.7811 0.0 0.0 0.0 0.209
H -4.8075 0.1456 3.7807 0.0 0.0 0.0 0.363
H -6.6997 -0.3818 2.2824 0.0 0.0 0.0 0.443
H -6.2291 -1.3961 0.0473 0.0 0.0 0.0 0.434
H -3.8614 -1.7827 -0.5927 0.0 0.0 0.0 0.402
O -2.1403 0.6299 -3.8911 0.0 0.2 -0.1 -0.727
C -1.5577 1.8355 -4.0087 -0.2 -0.2 0.0 0.281
C -2.2860 2.8303 -4.6621 0.0 0.1 -0.1 -0.647
C -1.7549 4.0888 -4.8180 0.0 0.0 0.0 -0.372
C -0.4813 4.3977 -4.3279 0.0 0.0 0.0 -0.877
C 0.2446 3.4176 -3.6945 0.0 0.0 0.0 -0.470
C -0.2718 2.1224 -3.5251 0.1 0.0 0.1 0.516
C 0.5057 1.0742 -2.8341 -0.2 0.4 0.1 1.015
O -0.0497 -0.0053 -2.4906 0.1 -0.2 0.2 -0.958
N 1.7795 1.4068 -2.5793 0.2 -0.1 -0.1 -1.318
N 2.5785 0.5038 -2.0208 -0.3 -0.1 0.0 1.201
C 3.7405 0.7291 -1.4734 0.2 0.1 0.1 -0.739
C 4.3437 -0.5150 -1.1431 0.1 0.2 0.1 1.351
C 5.5402 -0.9159 -0.5435 0.1 0.0 0.0 -1.037
C 5.7452 -2.2682 -0.3834 -0.1 0.0 0.0 -0.510
C 4.7858 -3.2074 -0.8081 0.0 0.0 0.0 -0.542
C 3.5988 -2.8246 -1.4007 0.0 -0.1 0.0 -0.675
C 3.4219 -1.4599 -1.5481 -0.3 -0.2 -0.1 0.275
O 2.3164 -0.8654 -2.0859 0.3 0.0 0.0 -0.240
H -1.5800 0.1011 -3.2921 0.0 0.0 -0.1 0.401
H -3.2770 2.5810 -5.0182 0.0 0.0 0.0 0.454
H -2.3378 4.8521 -5.3192 0.0 0.0 0.0 0.398
H -0.0714 5.3917 -4.4501 0.0 0.0 0.0 0.432
H 1.2355 3.6280 -3.3162 0.0 0.0 0.0 0.428
H 4.0806 1.7468 -1.3736 0.0 -0.1 0.0 0.539
H 6.2773 -0.1913 -0.2232 0.0 0.0 0.0 0.440
H 6.6615 -2.6201 0.0707 0.0 0.0 0.0 0.427
H 4.9855 -4.2620 -0.6714 0.0 0.0 0.0 0.408
H 2.8557 -3.5370 -1.7317 0.0 0.0 0.0 0.485
C -4.8664 6.0661 1.3457 0.0 0.0 0.0 -1.937
C -3.5699 6.0378 2.1329 0.1 -0.1 -0.1 0.581
C -3.8041 6.1866 3.6260 0.0 -0.1 0.1 -0.972
C -2.4773 6.3058 4.3562 0.0 -0.1 0.0 -1.106
C -1.5637 5.1641 3.9878 -0.1 0.1 0.0 1.159
C -0.5324 4.7928 4.8191 0.0 0.0 0.0 -0.801
C 0.3005 3.7320 4.4725 0.0 0.1 0.1 0.014
F 1.3052 3.4095 5.3113 0.0 0.0 0.0 -0.387
C 0.1212 3.0148 3.3309 0.0 -0.1 -0.1 -0.823
C -0.9419 3.3542 2.4812 0.0 -0.1 -0.1 1.159
C -1.1759 2.5324 1.2913 0.0 0.1 0.0 0.726
O -0.3868 1.5711 1.0809 0.1 -0.1 -0.2 -0.833
C -2.2721 2.9100 0.4838 0.1 0.0 0.1 -0.210
C -2.9860 4.0336 0.8157 0.0 0.1 0.0 -0.317
N -2.7878 4.7866 1.9034 0.1 0.0 0.1 0.225
C -1.7657 4.4396 2.7915 -0.2 0.1 -0.1 -1.404
C -2.7381 2.1751 -0.7545 -0.1 -0.2 0.0 0.292
O -3.4180 2.7808 -1.5630 0.0 -0.1 0.1 -0.717
O -2.4318 0.9224 -0.8018 0.1 0.0 -0.1 -0.478
H -5.4237 6.9513 1.6503 0.0 0.0 0.0 0.443
H -5.4803 5.1874 1.5572 0.0 0.0 0.0 0.380
H -4.7116 6.1347 0.2696 0.0 0.0 0.0 0.528
H -2.9343 6.8636 1.8005 0.0 0.0 0.0 0.166
H -4.3621 5.3150 3.9839 0.0 0.0 0.0 0.307
H -4.4197 7.0675 3.8022 0.0 0.0 0.0 0.378
H -2.6227 6.3206 5.4365 0.0 0.0 0.0 0.474
H -2.0006 7.2536 4.0897 0.0 0.0 0.0 0.359
H -0.3596 5.3237 5.7485 0.0 0.0 0.0 0.546
H 0.7803 2.2037 3.0526 0.0 0.1 0.0 0.918
H -3.7658 4.3335 0.1310 0.0 0.0 0.0 0.752

***

No. 2
87
Properties=species:S:1:pos:R:3:forces:R:3:mulliken_charge:R:1 method="wB97M-V/def2-TZVPD" e_above_lowest_kcal_mol=30.8 molar_mass_g_mol=833.62 spin_multiplicity=2 lumo_ev="-0.83 / -0.76" energy_ev=-115320.272 orbital_gap_ev="7.0 / 7.0" s2=0.753
Ti 1.4024 -0.0156 1.0166 -0.9 0.6 -1.0 -0.662
N -1.2751 1.7975 -0.5562 0.7 -0.1 0.1 0.060
P -1.6501 2.2268 1.0937 -0.3 0.0 0.0 0.434
C -2.2059 3.9602 0.8350 0.1 0.0 0.1 0.603
C -3.1894 4.4682 1.6854 0.0 0.0 -0.1 -0.575
C -3.5812 5.7941 1.5995 0.0 0.0 0.0 -0.598
C -2.9901 6.6363 0.6673 0.0 0.0 0.0 -0.487
C -1.9905 6.1493 -0.1590 0.0 0.0 0.0 -0.817
C -1.5889 4.8233 -0.0665 0.0 0.0 0.0 -0.418
C -3.2810 1.4015 1.2708 0.1 0.0 0.1 0.077
C -4.1052 1.1141 0.1863 0.0 0.0 0.0 0.058
C -5.3037 0.4478 0.3806 0.0 0.0 0.0 -0.551
C -5.6970 0.0745 1.6609 0.0 0.0 0.0 -0.498
C -4.8869 0.3672 2.7472 0.0 0.0 0.0 -0.696
C -3.6755 1.0184 2.5491 0.0 -0.1 0.0 -0.100
P -0.2371 0.4106 -0.8830 -1.9 0.7 -0.4 1.858
C 0.1009 0.8406 -2.6178 0.1 -0.1 0.0 0.497
C 1.3803 0.7408 -3.1536 0.0 0.0 0.0 -0.648
C 1.6001 1.0744 -4.4816 0.0 0.0 0.0 -0.761
C 0.5529 1.5145 -5.2770 0.0 0.0 0.0 -0.603
C -0.7188 1.6502 -4.7371 0.0 0.0 0.0 -0.767
C -0.9453 1.3188 -3.4103 0.1 0.0 0.0 -0.605
C -1.5378 -0.8844 -0.8593 0.3 -0.1 0.1 1.306
C -1.8124 -1.4393 0.3904 0.0 0.1 -0.2 -0.256
C -2.7927 -2.4083 0.5298 0.0 0.0 0.1 -0.964
C -3.4893 -2.8513 -0.5844 0.0 0.0 0.0 -0.738
C -3.1916 -2.3324 -1.8368 0.0 0.0 0.0 -0.805
C -2.2194 -1.3517 -1.9762 0.0 0.0 0.0 -0.778
H -0.8502 2.5974 -1.0169 -0.1 0.0 -0.1 0.170
H -3.6550 3.8129 2.4116 -0.1 0.0 0.0 0.350
H -4.3493 6.1708 2.2633 0.0 0.0 0.0 0.393
H -3.3018 7.6705 0.5949 0.0 0.0 0.0 0.374
H -1.5077 6.8035 -0.8739 0.0 0.0 0.0 0.396
H -0.7675 4.4915 -0.6914 0.0 0.0 0.0 0.249
H -3.7923 1.3997 -0.8098 0.0 0.0 0.0 0.211
H -5.9316 0.2148 -0.4707 0.0 0.0 0.0 0.431
H -6.6331 -0.4508 1.8049 0.0 0.0 0.0 0.396
H -5.1892 0.0804 3.7465 0.0 0.0 0.0 0.426
H -3.0239 1.2100 3.3963 0.0 0.0 0.0 0.376
H 2.1977 0.4133 -2.5273 0.0 0.0 0.0 0.503
H 2.5950 0.9942 -4.9007 0.0 0.0 0.0 0.442
H 0.7282 1.7574 -6.3173 0.0 0.0 0.0 0.384
H -1.5359 2.0148 -5.3465 0.0 0.0 0.0 0.442
H -1.9308 1.4349 -2.9790 0.0 0.0 0.0 0.299
H -1.2603 -1.1219 1.2696 -0.1 0.0 0.1 -0.056
H -3.0042 -2.8203 1.5085 0.0 0.0 0.0 0.562
H -4.2540 -3.6103 -0.4776 0.0 0.0 0.0 0.400
H -3.7072 -2.7031 -2.7142 0.0 0.0 0.0 0.448
H -1.9783 -0.9726 -2.9598 0.0 0.0 0.0 0.477
N 4.4831 -7.0829 -2.3694 0.0 0.0 0.1 -0.506
C 3.9575 -5.8795 -1.9598 0.0 0.1 0.0 1.062
C 2.7042 -5.8291 -1.3315 0.0 0.0 0.0 -0.827
C 2.1878 -4.6270 -0.9046 0.0 0.1 0.0 -0.837
C 2.9224 -3.4601 -1.0937 0.2 0.2 0.0 -0.505
C 4.1680 -3.4885 -1.6937 0.0 0.1 0.0 -0.307
C 4.6840 -4.6954 -2.1239 0.0 -0.1 0.0 -0.828
S 2.1103 -1.9745 -0.6504 -0.3 -1.0 -0.9 2.054
O 2.9546 -0.7679 -0.7171 0.1 -0.2 0.1 -0.753
O 0.9474 -1.9202 -1.4946 -0.1 -0.2 0.1 -0.569
N 1.6730 -2.0654 0.9120 0.7 -0.6 -0.4 -0.150
C 2.8542 -1.8760 1.6484 0.5 -0.4 0.5 0.165
N 2.9502 -0.6280 2.1490 1.5 -1.3 0.4 0.454
C 4.0528 -0.3040 2.8221 -0.1 0.1 0.2 0.007
C 5.0711 -1.2175 2.9775 0.1 0.1 0.2 -0.839
C 4.8917 -2.4667 2.4020 -0.2 -0.1 -0.2 -0.452
N 3.7951 -2.8037 1.7301 -0.1 -0.1 0.3 -0.499
H 3.8623 -7.8668 -2.4586 0.0 0.0 0.0 0.213
H 5.2563 -7.0683 -3.0095 0.0 0.0 0.0 0.214
H 2.1403 -6.7427 -1.1887 0.0 0.0 0.0 0.295
H 1.2184 -4.5705 -0.4250 0.0 -0.1 0.0 0.502
H 4.7265 -2.5696 -1.8229 0.0 0.0 0.0 0.552
H 5.6565 -4.7319 -2.6000 0.0 0.0 0.0 0.298
H 4.0902 0.6947 3.2399 0.0 0.0 -0.1 0.465
H 5.9682 -0.9662 3.5227 0.0 0.0 0.0 0.418
H 5.6527 -3.2366 2.4620 0.1 0.1 0.1 0.443
N 1.4311 2.4708 3.2989 0.1 -0.1 0.0 0.015
C 1.6344 2.8113 1.9810 0.1 0.0 -0.3 0.089
N 1.6316 4.0224 1.4760 0.0 0.1 0.2 -0.511
N 1.7995 3.8371 0.1449 0.1 -0.1 0.0 -0.669
N 1.8963 2.5921 -0.1363 0.1 0.3 0.0 -0.140
N 1.8239 1.8826 1.0240 0.3 1.8 0.0 0.761
C 0.8601 1.2614 3.6262 -0.5 -0.2 0.0 0.079
N 0.5294 0.8730 4.8353 0.2 0.2 0.1 -0.605
N 0.0004 -0.3625 4.6738 0.0 0.0 -0.2 -0.808
N 0.0131 -0.7077 3.4426 -0.1 -0.1 0.3 -0.428
N 0.5404 0.3137 2.7184 -0.5 0.4 1.2 1.558
H 1.3405 3.2169 3.9686 -0.1 0.0 0.0 0.347